13
Properties=species:S:1:pos:R:3:lowdin_charge:R:1 method="wB97M-V/def2-TZVPD" homo_energy_ev=-14.391 charge=+1 de_lowest_kj_mol=1.74 orbital_gap_ev=11.16 smiles=Cc1c[nH]c[nH+]1
C 0.746 0.624 -1.657 0.004
C 0.096 0.132 -0.420 -0.239
C -1.198 0.051 -0.036 0.017
N -1.207 -0.423 1.254 0.118
C 0.026 -0.649 1.669 -0.042
N 0.827 -0.298 0.676 0.157
H 1.741 0.221 -1.830 0.093
H 0.791 1.713 -1.609 0.101
H 0.152 0.425 -2.552 0.101
H -2.090 0.216 -0.613 0.148
H -2.029 -0.642 1.799 0.187
H 0.314 -0.965 2.654 0.166
H 1.832 -0.404 0.665 0.189